No. 1
Below is C23H35OSW as an isolated structure, with properties calculated with ωB97M-V/def2-TZVPD.

E ... -39113.261 eV
Energy above the lowest of the compared OMol25 structures with the same formula, charge and spin ... 0.0000 eV
Orbital gap (alpha / beta) ... 6.38 / 6.13 eV
HOMO level (alpha / beta) ... -10.0 / -10.3 eV

```
! wB97M-V def2-TZVPD RIJCOSX def2/J DEFGRID3
* xyz 1 3
W 0.04930 -0.22059 0.28859
S -0.11414 0.89155 2.75659
O -0.85636 2.18737 2.82644
C 1.21910 2.71148 -3.28031
C -0.01039 2.43841 -2.73512
C -0.92343 -0.25053 3.90886
C 1.44136 1.18841 3.63533
C 1.22857 1.27343 -0.95310
C -2.88653 1.33157 -0.88789
C 2.35385 2.02985 -1.26359
C 1.30897 -1.74167 1.09686
C 0.99402 -1.38896 -1.20101
C -2.97397 2.84011 -1.09399
C -2.18300 -0.54678 0.60127
C -2.61874 0.55492 -2.14854
C -2.31204 0.88162 0.32092
C 3.27978 -0.62630 -0.15467
C 0.09745 2.09210 -1.34570
C 0.02963 -2.30501 0.72007
C 1.23871 -1.01170 -2.62424
C -0.14978 -2.10813 -0.70218
C 2.04496 -1.99857 2.36446
C 2.39336 2.64614 -2.50980
C -0.78531 -3.21355 1.57027
C -1.19187 -2.76221 -1.54631
C 1.90079 -1.17415 -0.08714
H 1.89287 -1.74948 -3.10211
H -2.38455 1.54442 1.19770
H 1.36073 -2.19110 3.19851
H -0.17257 -0.72379 4.55535
H -2.62213 1.12311 -3.09415
H 3.32762 3.06877 -2.83175
H 1.19260 1.84387 4.48097
H -0.46814 -4.25765 1.42891
H -1.30006 -2.26890 -2.51861
H 2.11872 1.70194 2.94208
H 1.89497 0.25743 3.99270
H 1.31594 3.00742 -4.32418
H -2.45759 3.53716 -0.41210
H -1.61436 0.35378 4.51178
H 3.06958 2.24159 -0.45221
H 2.69758 -1.15726 2.62589
H 4.00879 -1.44101 -0.23873
H -2.16819 -2.78063 -1.05223
H -0.66711 -2.97603 2.63254
H -2.67802 -1.18635 -0.13248
H 0.30775 -0.93129 -3.19674
H 1.73513 -0.04157 -2.71117
H -2.81314 3.24710 -2.10886
H -3.54924 -0.02259 -2.11840
H 3.52381 -0.03064 0.73371
H -1.48539 -1.02738 3.37934
H -4.03546 2.91640 -0.86517
H -1.84816 -3.15322 1.31629
H -1.80126 -0.19038 -2.27123
H -0.90439 -3.80710 -1.73828
H 3.41650 0.01959 -1.02293
H -0.85429 2.44673 -0.97695
H 2.68640 -2.88609 2.24688
H -2.40441 -0.85756 1.62594
H -0.89483 2.65190 -3.25636
*
```



No. 2
Below is C5H11NO2S in the gas phase, with properties calculated with ωB97M-V/def2-TZVPD.

E ... -21781.033 eV
Energy above the lowest of the compared OMol25 structures with the same formula, charge and spin ... 3.2505 eV
Orbital gap ... 9.08 eV
HOMO level ... -8.5 eV

```
! wB97M-V def2-TZVPD RIJCOSX def2/J DEFGRID3
* xyz 0 1
S -0.38928 -2.09625 0.55821
O 1.65723 2.35544 -1.74766
O -0.28336 1.73443 -2.18868
N 2.28557 0.32472 0.19516
C -0.00661 -0.66503 1.40905
C 0.77549 1.56389 -1.58201
C -0.08621 0.43525 0.54678
C 0.97508 0.42640 -0.46968
C -2.16362 -2.15332 0.58842
H -0.80138 -0.36035 2.19572
H -2.45303 -3.30611 0.21156
H 0.67694 -0.48611 -1.17218
H -0.10827 2.61856 -2.74139
H -2.51798 -1.53026 -0.19045
H -0.16941 1.48144 1.04401
H -0.98030 0.61317 -0.26100
H 3.09852 0.41699 -0.42220
H 1.01460 -0.69578 1.89700
H 2.42869 1.24804 0.63520
H -2.95265 -1.92513 1.49415
*
```



No. 3
Below is a 7-piece molecular cluster, C6H25NO7 overall, with properties calculated with ωB97M-V/def2-TZVPD.

E ... -22448.206 eV
Energy above the lowest of the compared OMol25 structures with the same formula, charge and spin ... 3.7983 eV
Orbital gap ... 9.65 eV
HOMO level ... -9.3 eV

```
! wB97M-V def2-TZVPD RIJCOSX def2/J DEFGRID3
* xyz 0 1
O 0.16769 -2.97348 1.23004
O 0.80113 -0.20604 2.77519
O 2.62923 -1.98218 0.90467
O -0.62373 -1.05723 -0.67618
O -0.17891 -3.07352 -2.59536
O -2.54792 2.99196 2.89132
O -0.55364 -4.78127 -0.59897
N 0.10815 1.05452 -0.39631
C -1.99856 2.08121 -0.18496
C 1.18271 3.36524 -0.71543
C 0.73054 -0.21049 -2.49084
C 1.40957 1.84123 -0.31414
C 0.17029 -0.14874 -1.08817
C -0.90312 1.34049 0.56009
H 2.03098 1.52935 -1.16456
H -0.85233 -2.66193 -2.21582
H 1.94039 3.71894 0.07427
H 2.28742 -1.17992 1.34067
H -1.61998 3.09959 -0.46287
H 1.56186 3.59747 -1.71858
H 1.78738 -0.66615 -2.52231
H -2.97820 2.22592 0.41014
H -0.29313 1.83269 1.45534
H 0.95664 -1.12548 2.84149
H -1.33227 0.26332 0.95245
H -2.24137 1.61295 -1.12275
H 0.20577 -0.91378 -3.12686
H 0.93053 0.82966 -2.79360
H -2.07145 2.16508 2.83562
H -0.53938 -4.22678 -1.41661
H 0.10387 3.54538 -0.74118
H -0.09890 -3.66718 0.55978
H 0.56057 -0.00590 3.67774
H -0.40736 -2.24055 1.00190
H 2.06467 -2.62970 1.19394
H -1.47841 -4.87650 -0.33566
H -3.39619 2.58231 3.27715
H 0.53583 -2.93961 -1.96013
H 1.94962 1.88912 0.65952
*
```



No. 4
Below is C55H52GeKN5 as an isolated structure, with properties calculated with ωB97M-V/def2-TZVPD.

E ... -138171.132 eV
Energy above the lowest of the compared OMol25 structures with the same formula, charge and spin ... 0.2817 eV
Orbital gap (alpha / beta) ... 5.61 / 5.61 eV
HOMO level (alpha / beta) ... -6.4 / -6.4 eV

```
! wB97M-V def2-TZVPD RIJCOSX def2/J DEFGRID3
* xyz 0 1
Ge -0.59351 -1.08949 1.62605
K 1.16566 1.25880 -0.79914
N -0.13895 2.23827 1.04195
N 1.16663 -0.38435 1.12034
N 3.39471 1.52751 -2.54333
N 0.43137 -0.81345 -1.84566
N -1.12134 1.66064 -1.72834
C 1.88393 -2.21963 -0.45648
C -0.74261 4.26668 1.95708
C -2.60773 3.17310 -2.63059
C -1.74800 -1.61504 0.15860
C 1.82242 0.28987 2.16980
C 2.14895 1.89981 4.00698
C -3.90753 -1.04140 -5.98606
C -1.91502 -0.44451 -4.75558
C -1.59003 0.07869 2.80819
C 1.42566 1.49588 2.75844
C 0.68744 -2.97868 -2.57608
C 3.47986 2.66344 6.34279
C -2.54226 7.25930 -1.01168
C -1.23879 -0.05731 -3.48112
C -3.29049 -0.65920 -4.80312
C 3.04627 -0.39700 2.43689
C 2.30686 1.92502 6.41820
C 3.58271 -3.69809 -1.57060
C -3.74967 7.36650 -0.33344
C 1.64766 1.54481 5.25612
C -3.15769 -1.21001 -7.14277
C -1.60699 3.64597 -0.34595
C -1.85170 6.05455 -1.01789
C -2.48748 -0.69520 3.79623
C 3.32385 2.64386 3.94225
C -1.73458 2.84507 -1.50906
C 1.05068 -1.97981 -1.58203
C 0.47684 2.40023 2.22793
C 3.17945 -1.40450 1.52971
C -0.87154 3.35909 0.81647
C -2.51401 2.14494 -3.50149
C 3.51939 -5.48697 0.54510
C -3.24920 -5.05659 1.23943
C 3.98914 3.02102 5.10136
C 2.71964 -4.35269 0.56793
C 2.74228 -3.44164 -0.48806
C 4.35607 -5.72805 -0.53710
C 4.06211 1.13860 -3.39112
C 4.77196 -0.98804 -4.44275
C -1.58304 1.18851 -2.91091
C 4.87801 0.53862 -4.45756
C -2.22657 -4.05654 0.71870
C -1.17092 -0.62618 -5.91959
C -0.56216 -1.51299 5.27793
C -0.18177 -2.37207 -3.41950
C 4.38483 -4.83044 -1.59638
C -1.78561 -1.00140 -7.10616
C -4.26023 6.26373 0.33819
C 0.09937 3.67262 2.83116
C -0.33837 -1.00222 -2.94267
C -2.80215 -2.65152 0.57012
C -3.56588 5.06080 0.33053
C -1.88421 -0.75771 5.19772
C 2.03995 -1.39560 0.66914
C -2.35555 4.94503 -0.34571
H -2.13631 8.11485 -1.53671
H -5.20085 6.33827 0.86920
H 3.48535 -6.18639 1.37096
H -4.97641 -1.21305 -6.00233
H -3.63880 -1.50608 -8.06622
H -0.09987 -0.46416 -5.88845
H 3.60471 -2.99543 -2.39524
H 5.18960 -1.39532 -3.52249
H 3.73154 -1.30450 -4.51578
H -3.96130 4.19856 0.85434
H -1.35604 -4.03744 1.38016
H -1.84914 -4.37911 -0.25727
H 0.21497 -1.04403 4.66869
H -3.58948 -4.78309 2.24149
H 0.44151 4.05026 3.78268
H 3.71483 2.92912 2.97242
H -2.20356 -0.69288 -0.21254
H 4.02976 -2.05544 1.40510
H -2.16217 0.74208 2.15755
H -1.16046 -2.01434 -0.66039
H 4.53764 0.94854 -5.40851
H -2.84047 -6.06677 1.29169
H 4.98146 -6.61148 -0.55513
H -0.19093 -1.55525 6.30364
H 5.03578 -5.01188 -2.44266
H -0.67179 -2.53945 4.92000
H -0.08756 -2.31702 2.42216
H -0.69705 -2.81519 -4.25754
H 2.06153 -4.16438 1.40853
H 0.73425 0.96391 5.31632
H 5.32156 -1.40254 -5.28629
H -1.21502 5.23204 2.05148
H 3.99551 2.95929 7.24742
H -1.73621 0.26952 5.55214
H 4.90259 3.59824 5.03436
H 1.90320 1.64253 7.38249
H -0.91002 5.96775 -1.54667
H -3.45823 -0.19824 3.85799
H -3.01815 2.04205 -4.44948
H 1.00986 -4.00824 -2.59131
H 3.76903 -0.08928 3.17579
H -2.60798 -1.21007 5.88101
H -3.87395 -0.53337 -3.89861
H -2.70326 -1.71461 3.45781
H -0.91078 0.71535 3.37064
H -3.21062 4.06318 -2.72503
H -4.13048 -5.08846 0.59381
H 5.90807 0.86686 -4.31878
H -1.19142 -1.12935 -8.00223
H -3.33242 -2.36815 1.48517
H -3.57045 -2.67493 -0.21025
H -4.28978 8.30484 -0.32857
*
```



| no. | M (g/mol) |
| --- | --- |
| 1 | 543.44 |
| 2 | 149.22 |
| 3 | 223.27 |
| 4 | 894.76 |